No. 1
{"formula": "C43H60ClCsNO9P3Si", "method": "ωB97M-V with the def2-TZVPD basis set", "elements": ["Cs", "C", "C", "C", "P", "C", "C", "C", "C", "C", "C", "C", "C", "C", "Si", "C", "C", "C", "C", "C", "C", "P", "C", "C", "C", "C", "C", "C", "C", "C", "C", "C", "C", "C", "P", "C", "C", "C", "C", "C", "C", "H", "H", "H", "H", "H", "H", "H", "H", "H", "H", "H", "H", "H", "H", "H", "H", "H", "H", "H", "H", "H", "H", "H", "H", "H", "H", "H", "H", "H", "H", "H", "H", "H", "H", "H", "H", "H", "H", "H", "H", "H", "H", "H", "H", "H", "H", "H", "H", "H", "H", "H", "H", "H", "H", "O", "Cl", "O", "O", "O", "O", "C", "C", "C", "C", "C", "C", "C", "O", "N", "O", "O", "H", "H", "H", "H", "O", "H", "H"], "coordinates": [[-1.4320, -1.0199, -0.7698], [-3.5173, 4.7978, -0.6471], [-3.1667, 3.4016, -0.1380], [-3.1571, 3.3967, 1.3896], [-1.5985, 2.6086, -0.7747], [-1.6476, 3.0429, -2.5760], [-2.8499, 2.3577, -3.2277], [-0.3485, 2.5721, -3.2263], [-0.2716, 3.7641, -0.1633], [-0.1572, 5.0753, -0.6412], [0.8764, 5.9078, -0.2363], [1.8209, 5.4266, 0.6627], [1.7182, 4.1307, 1.1461], [0.6842, 3.2564, 0.7590], [0.6011, 1.3611, 1.2273], [-0.2633, 1.3803, 2.9635], [-0.6245, 2.5485, 3.6548], [-1.4738, 2.5312, 4.7539], [-1.9950, 1.3255, 5.2013], [-1.6144, 0.1442, 4.5769], [-0.7419, 0.1471, 3.4903], [-0.1098, -1.3909, 2.6681], [1.3912, -1.7365, 3.7100], [1.2977, -1.5534, 5.2207], [2.0046, -3.0930, 3.3429], [-1.3483, -2.7462, 2.9956], [-1.4803, -3.3921, 4.3749], [-1.0757, -3.8469, 1.9532], [2.4408, 1.0268, 1.7562], [3.0124, 1.3942, 2.9883], [4.2983, 1.0259, 3.3499], [5.0669, 0.2661, 2.4714], [4.5389, -0.1054, 1.2456], [3.2362, 0.2540, 0.8754], [2.4988, -0.1699, -0.7801], [3.0299, 1.3677, -1.6965], [4.4494, 1.8588, -1.4424], [2.7624, 1.2649, -3.2004], [3.6418, -1.5300, -1.3732], [3.5023, -2.7208, -0.4166], [3.2179, -2.0027, -2.7711], [-4.5194, 5.0754, -0.2998], [-3.5165, 4.8795, -1.7367], [-2.8225, 5.5423, -0.2508], [-3.9454, 2.7054, -0.4635], [-2.4391, 4.1338, 1.7643], [-2.8883, 2.4257, 1.8067], [-4.1488, 3.6570, 1.7729], [-1.7366, 4.1238, -2.7162], [-2.8388, 1.2804, -3.0451], [-2.8385, 2.5103, -4.3120], [-3.8008, 2.7308, -2.8431], [-0.2385, 1.4866, -3.1320], [0.5294, 3.0271, -2.7625], [-0.3336, 2.8121, -4.2948], [-0.8746, 5.4543, -1.3597], [0.9469, 6.9171, -0.6267], [2.6410, 6.0622, 0.9816], [2.4756, 3.7740, 1.8379], [-0.2638, 3.5050, 3.2867], [-1.7514, 3.4601, 5.2421], [-2.6933, 1.2999, 6.0303], [-2.0259, -0.7878, 4.9396], [2.0843, -0.9770, 3.3399], [0.6183, -2.2717, 5.6843], [0.9548, -0.5525, 5.4872], [2.2887, -1.6996, 5.6680], [1.4819, -3.9192, 3.8338], [3.0515, -3.1326, 3.6610], [1.9813, -3.2804, 2.2672], [-2.2973, -2.2632, 2.7341], [-0.5533, -3.8917, 4.6642], [-2.2613, -4.1606, 4.3448], [-1.7369, -2.6944, 5.1700], [-0.1942, -4.4266, 2.2380], [-0.8784, -3.4256, 0.9676], [-1.9227, -4.5315, 1.8610], [2.4078, 1.9628, 3.6907], [4.7021, 1.3183, 4.3137], [6.0725, -0.0367, 2.7430], [5.1537, -0.6914, 0.5718], [2.3382, 2.1143, -1.2868], [5.1858, 1.0922, -1.7102], [4.6119, 2.1274, -0.3984], [4.6569, 2.7434, -2.0559], [3.5881, 0.7545, -3.7015], [2.6828, 2.2634, -3.6409], [1.8452, 0.7223, -3.4362], [4.6897, -1.2088, -1.4050], [2.4808, -3.1133, -0.4407], [3.7402, -2.4754, 0.6173], [4.1592, -3.5381, -0.7337], [2.1272, -2.0636, -2.8523], [3.6162, -3.0041, -2.9660], [3.5695, -1.3469, -3.5651], [-4.4315, -1.6303, 0.6287], [-4.0365, -0.2369, 0.5317], [-5.0393, 0.6323, 1.1011], [-3.8355, 0.0948, -0.8802], [-2.7677, -0.0606, 1.2211], [-2.2231, -4.1316, -1.1421], [-2.8961, -4.2130, -2.1497], [-2.5275, -3.7766, -3.5038], [-3.3263, -4.2506, -4.5290], [-3.0193, -3.9864, -5.8460], [-1.8816, -3.2206, -6.1784], [-1.0903, -2.7168, -5.1945], [-1.3747, -2.9383, -3.7874], [-0.6841, -2.4092, -2.8905], [-3.8667, -4.5155, -6.8984], [-3.5102, -4.3483, -8.0599], [-4.8042, -5.2396, -6.5852], [-3.9007, -4.6794, -2.0879], [-4.2011, -4.8467, -4.2978], [-1.6626, -3.0396, -7.2221], [-0.2240, -2.1103, -5.4267], [0.6232, -4.6598, -1.6088], [0.5565, -3.8758, -2.1752], [-0.2554, -4.6367, -1.2002]], "mulliken_charge": [2.189, -1.859, 0.388, -1.487, 2.003, 0.587, -1.456, -1.388, -1.079, -0.709, -0.981, -0.855, -0.576, 1.124, -0.322, 1.012, -0.130, -0.753, -0.970, -0.757, -0.531, 0.282, 2.737, -1.764, -1.665, 1.129, -1.672, -1.308, 0.063, 0.144, -0.837, -1.097, -0.417, 0.005, 1.076, 2.068, -1.791, -1.919, 0.324, -1.346, -1.533, 0.496, 0.355, 0.271, 0.507, 0.332, 0.015, 0.508, 0.334, 0.130, 0.485, 0.346, -0.007, 0.224, 0.518, 0.262, 0.388, 0.361, 0.315, 0.332, 0.331, 0.366, 0.097, -1.506, 0.233, 0.289, 0.500, 0.271, 0.427, 0.237, 0.385, 0.219, 0.460, 0.326, 0.281, 0.035, 0.513, 0.256, 0.355, 0.346, 0.212, -1.160, 0.252, 0.293, 0.477, 0.462, 0.451, 0.292, 0.476, 0.181, 0.284, 0.555, 0.096, 0.498, 0.338, -0.594, 1.735, -0.723, -0.645, -0.929, -0.305, -0.766, 1.479, -0.395, -0.502, -0.459, -0.896, -0.594, 0.266, 0.985, -0.666, -0.662, 0.161, 0.459, 0.467, 0.449, -0.701, 0.232, 0.373], "e_homo_ev": -0.8, "de_lowest_ev": 0.4419, "orbital_gap_ev": 4.412, "total_charge": -2}

=====

No. 2
{"formula": "C28H52N7O3PRu", "method": "ωB97M-V with the def2-TZVPD basis set", "elements": ["Ru", "N", "C", "C", "N", "C", "C", "N", "H", "H", "H", "H", "H", "H", "H", "H", "H", "H", "H", "H", "H", "C", "O", "C", "C", "C", "C", "C", "C", "O", "C", "O", "C", "H", "H", "H", "H", "H", "H", "H", "H", "H", "N", "P", "N", "C", "C", "C", "C", "C", "N", "C", "C", "C", "C", "C", "N", "C", "C", "C", "C", "C", "H", "H", "H", "H", "H", "H", "H", "H", "H", "H", "H", "H", "H", "H", "H", "H", "H", "H", "H", "H", "H", "H", "H", "H", "H", "H", "H", "H", "H", "H"], "coordinates": [[1.5284, -1.0184, 1.0472], [0.7884, -1.8788, 3.1470], [1.5828, -1.4109, 4.2858], [1.9133, 0.0651, 4.1043], [2.5790, 0.3580, 2.8206], [4.0472, 0.3009, 2.8235], [4.5453, -1.1101, 2.5478], [3.9156, -1.5975, 1.3170], [-0.1601, -1.5194, 3.1781], [0.7592, -2.8892, 3.0739], [2.4879, -2.0126, 4.3397], [1.0624, -1.5288, 5.2399], [2.5283, 0.3968, 4.9469], [0.9825, 0.6341, 4.1212], [2.2835, 1.2799, 2.5223], [4.4609, 0.6659, 3.7685], [4.4037, 0.9605, 2.0294], [4.2625, -1.7762, 3.3606], [5.6362, -1.1074, 2.5000], [3.9622, -2.6063, 1.2382], [4.3621, -1.2143, 0.4892], [0.2076, -0.9200, -5.4856], [0.2384, -2.3071, -5.1821], [0.6791, -2.6799, -3.9652], [0.6151, -4.0617, -3.7019], [0.9884, -4.5149, -2.4693], [1.4289, -3.6384, -1.4538], [1.6256, -4.1030, -0.1001], [2.1068, -5.4990, 0.1728], [1.4165, -3.3636, 0.8813], [1.5789, -2.2598, -1.7588], [2.1522, -1.4228, -0.9263], [1.1682, -1.7975, -3.0184], [-0.2296, -0.8380, -6.4755], [1.2139, -0.4968, -5.4961], [-0.4097, -0.3772, -4.7660], [0.2489, -4.7263, -4.4712], [0.8946, -5.5721, -2.2596], [1.6304, -6.2387, -0.4662], [1.9431, -5.7546, 1.2167], [3.1779, -5.5333, -0.0433], [1.2618, -0.7389, -3.2113], [-0.1428, -0.0631, 1.0253], [-0.9857, 0.8699, 0.0753], [-2.1649, 0.0283, -0.7013], [-1.8377, -1.3265, -1.1850], [-3.1148, -2.1773, -1.2880], [-4.1785, -1.6543, -0.3281], [-4.6110, -0.2496, -0.7636], [-3.4010, 0.5352, -1.2991], [-1.7912, 2.0901, 0.8814], [-0.8820, 2.9354, 1.6707], [-1.4991, 4.3077, 1.8910], [-2.9523, 4.1732, 2.3993], [-3.2604, 2.7277, 2.7815], [-3.0695, 1.8078, 1.5801], [-0.0232, 1.6103, -1.0614], [1.4120, 1.8652, -0.9526], [1.7488, 3.3561, -0.9714], [1.1282, 4.0329, -2.1915], [-0.3711, 3.7513, -2.2443], [-0.6148, 2.2472, -2.2394], [-1.1363, -1.7738, -0.4832], [-1.3380, -1.2709, -2.1590], [-2.8697, -3.2184, -1.0769], [-3.5090, -2.1444, -2.3073], [-3.7612, -1.6181, 0.6819], [-5.0389, -2.3231, -0.2998], [-5.0723, 0.2766, 0.0727], [-5.3609, -0.3196, -1.5547], [-3.4965, 1.6024, -1.1156], [-3.3327, 0.4080, -2.3862], [0.0638, 3.0225, 1.1380], [-0.6544, 2.4571, 2.6313], [-1.4788, 4.8609, 0.9505], [-0.8855, 4.8616, 2.6048], [-3.6506, 4.4825, 1.6185], [-3.1213, 4.8305, 3.2518], [-4.2937, 2.6330, 3.1178], [-2.6291, 2.4147, 3.6165], [-3.8943, 1.9947, 0.8939], [-3.1269, 0.7586, 1.8867], [1.9210, 1.3796, -1.7931], [1.7905, 1.3950, -0.0450], [2.8355, 3.4727, -0.9842], [1.3771, 3.8433, -0.0657], [1.5979, 3.6364, -3.0988], [1.3215, 5.1062, -2.1721], [-0.8127, 4.1936, -3.1396], [-0.8684, 4.1879, -1.3723], [-0.1551, 1.8080, -3.1354], [-1.6781, 2.0274, -2.2757]], "mulliken_spin": [3.811, 0.113, -0.017, 0.013, 0.077, 0.003, -0.007, 0.073, -0.002, -0.006, 0.001, 0.004, 0.004, 0.003, -0.011, 0.002, -0.005, -0.001, 0.002, -0.006, 0.001, 0.000, 0.000, -0.008, 0.013, -0.005, -0.008, 0.018, 0.009, 0.087, 0.009, 0.180, 0.009, 0.000, 0.000, 0.000, 0.001, 0.000, 0.000, -0.001, 0.001, 0.009, 0.533, -0.012, 0.006, 0.041, -0.006, 0.002, 0.000, 0.004, 0.013, 0.019, 0.002, -0.001, 0.001, -0.002, 0.015, 0.031, 0.006, 0.000, 0.001, -0.001, -0.022, 0.007, 0.000, 0.000, -0.001, 0.000, 0.000, 0.000, 0.001, 0.001, -0.008, 0.000, 0.000, 0.000, 0.000, 0.000, 0.000, 0.000, 0.002, -0.004, 0.022, -0.013, 0.000, -0.001, 0.000, 0.000, 0.000, 0.000, 0.000, 0.000], "s_squared": 8.761, "e_homo_ev": [-9.3, -10.3], "orbital_gap_ev": [7.514, 7.104], "total_charge": 1, "multiplicity": 6}

=====

No. 3
{"formula": "C2H10NO3", "method": "ωB97M-V with the def2-TZVPD basis set", "elements": ["C", "N", "C", "O", "H", "H", "H", "H", "H", "H", "H", "H", "O", "H", "H", "O"], "coordinates": [[-1.8823, 0.4236, 0.6185], [-0.9129, 1.2921, -0.0638], [0.2011, 0.6055, -0.6752], [0.7483, -0.4468, 0.0674], [-1.4047, -0.3149, 1.2539], [-2.5367, 1.0878, 1.1901], [-2.5069, -0.0086, -0.1730], [-0.5146, 1.9111, 0.6285], [-0.0471, 0.1836, -1.6618], [1.0065, 1.3368, -0.8225], [-0.3021, -1.7385, -2.4807], [0.9588, -1.7252, -1.6323], [0.4789, -2.2468, -2.2946], [1.1847, 0.0840, 1.3003], [1.4472, -0.0035, 2.8771], [1.2938, 0.6931, 2.2216]], "mulliken_charge": [-0.832, -0.467, -0.370, -0.892, 0.290, 0.354, 0.255, 0.326, 0.250, 0.225, 0.293, 0.391, -0.676, 0.369, 0.242, -0.759], "e_homo_ev": -3.8, "de_lowest_ev": 0.5302, "orbital_gap_ev": 8.043, "total_charge": -1}